C31H40Cl2FeNP3S3Si as an isolated structure. Source: the OMol25 dataset; level of theory: ωB97M-V with the def2-TZVPD basis set.

The lowest unoccupied orbital energy (spin up / spin down) is -2.06 / -3.88 eV. The value obtained for the relative energy (zero: lowest compared OMol25 entry of this formula, charge and spin) is 55.1 kJ/mol. As for the calculated total energy: -5952.2129 a.u. The value obtained for the highest occupied orbital energy (spin up / spin down) is -0.3909 / -0.3887 hartree. Its HOMO-LUMO gap (spin up / spin down) is 8.57 / 6.70 eV.

The geometry in ORCA input format:
```
! RIJCOSX wB97M-V def2-TZVPD def2/J DEFGRID3
* xyz 1 6
Fe 0.17 0.60 -0.28
C 5.85 -3.61 -0.43
Si 4.01 -3.28 -0.40
C 3.22 -3.96 -1.94
C 3.26 -4.00 1.15
C 3.79 -1.38 -0.35
C 4.89 -0.53 -0.28
C 4.73 0.86 -0.21
C 3.46 1.37 -0.22
N 2.38 0.58 -0.30
C 2.54 -0.76 -0.35
S 0.99 -1.59 -0.36
H 6.02 -4.68 -0.46
H 6.35 -3.22 0.46
H 6.33 -3.18 -1.31
H 3.42 -5.03 -2.02
H 3.62 -3.48 -2.83
H 2.13 -3.83 -1.94
H 3.41 -5.08 1.17
H 2.18 -3.81 1.21
H 3.73 -3.58 2.05
H 5.89 -0.94 -0.28
H 5.59 1.51 -0.15
H 3.28 2.43 -0.14
C 1.18 -0.55 3.03
P 0.30 0.79 2.19
C -1.23 1.03 3.13
C 1.26 2.31 2.50
C 1.99 2.47 3.68
C 2.70 3.64 3.92
C 2.67 4.67 2.99
C 1.95 4.52 1.82
C 1.24 3.35 1.56
P 0.32 3.12 0.00
C 1.15 4.17 -1.24
C -1.26 3.98 0.25
H 1.23 -0.38 4.11
H 2.18 -0.66 2.62
H 0.62 -1.47 2.83
H -0.99 1.24 4.18
H -1.82 0.12 3.05
H -1.80 1.85 2.71
H 2.01 1.68 4.41
H 3.26 3.75 4.83
H 3.22 5.58 3.17
H 1.95 5.33 1.10
H 2.18 3.85 -1.40
H 1.14 5.22 -0.94
H 0.61 4.07 -2.17
H -1.09 5.02 0.54
H -1.84 3.48 1.03
H -1.83 3.94 -0.68
Cl 0.79 0.97 -3.01
C -0.75 1.19 -3.88
Cl -1.35 2.84 -3.74
H -1.48 0.52 -3.44
H -0.56 0.97 -4.92
S -2.01 -1.97 1.25
P -2.94 -1.00 -0.17
S -2.06 0.81 -0.76
C -3.08 -1.96 -1.70
C -4.26 -2.64 -1.99
C -4.34 -3.43 -3.13
C -3.24 -3.54 -3.98
C -2.07 -2.87 -3.69
C -1.99 -2.08 -2.55
C -4.62 -0.48 0.25
C -5.17 -0.85 1.47
C -6.46 -0.44 1.80
C -7.19 0.32 0.90
C -6.64 0.69 -0.32
C -5.36 0.29 -0.65
H -5.12 -2.56 -1.34
H -5.25 -3.96 -3.36
H -3.31 -4.16 -4.87
H -1.21 -2.96 -4.34
H -1.06 -1.57 -2.31
H -4.59 -1.45 2.16
H -6.89 -0.73 2.74
H -8.20 0.63 1.15
H -7.22 1.28 -1.02
H -4.93 0.58 -1.60
*
```